26
Properties=species:S:1:pos:R:3:nbo_charge:R:1 method="wB97M-V/def2-TZVPD" fmax_ev_per_a=3.865 de_lowest_kcal_mol=10.1 homo_lumo_gap_ev=9.34 smiles="CC(C)(N)/N=N/C(C)(C)N" e_lumo_ev=0.65
C 1.94 1.38 -0.67 -0.620
C 1.02 0.64 -1.62 0.199
C -0.14 1.53 -2.06 -0.625
N 1.77 0.28 -2.84 -0.829
N 0.53 -0.64 -1.03 -0.180
N -0.54 -0.67 -0.33 -0.143
C -0.92 -2.03 0.17 0.191
C 0.05 -2.40 1.29 -0.620
C -2.33 -2.03 0.71 -0.617
N -0.87 -3.01 -0.91 -0.841
H 2.33 2.30 -1.12 0.231
H 1.44 1.74 0.24 0.222
H 2.79 0.72 -0.42 0.214
H -0.70 1.88 -1.18 0.222
H -0.82 1.00 -2.68 0.209
H 0.21 2.39 -2.60 0.224
H 1.16 -0.21 -3.52 0.363
H 2.55 -0.33 -2.59 0.363
H -0.28 -3.35 1.82 0.220
H 1.07 -2.56 0.88 0.226
H 0.12 -1.62 2.04 0.208
H -2.37 -1.37 1.57 0.220
H -3.03 -1.70 -0.05 0.212
H -2.63 -3.05 0.99 0.220
H -1.82 -3.23 -1.21 0.358
H -0.34 -2.58 -1.66 0.374